# 1
{"formula": "C28H58Cl2N6O14", "method": "the ωB97M-V functional and the def2-TZVPD basis", "elements": ["O", "C", "C", "O", "H", "H", "H", "H", "C", "C", "O", "C", "O", "O", "H", "H", "H", "H", "C", "C", "O", "C", "O", "O", "H", "H", "H", "H", "C", "C", "O", "N", "C", "H", "H", "H", "H", "H", "H", "H", "C", "C", "O", "N", "C", "H", "H", "H", "H", "H", "H", "H", "C", "C", "O", "N", "C", "H", "H", "H", "H", "H", "H", "H", "C", "C", "O", "N", "C", "H", "H", "H", "H", "H", "H", "H", "C", "C", "O", "N", "C", "H", "H", "H", "H", "H", "H", "H", "C", "C", "O", "N", "C", "H", "H", "H", "H", "H", "H", "H", "Cl", "C", "C", "Cl", "H", "H", "H", "H"], "xyz": [[1.6453, 1.1556, 1.1912], [0.3765, 0.5681, 0.8915], [-0.3673, 0.9653, -0.4058], [-0.6054, 2.3490, -0.6411], [-0.3292, 0.6940, 1.7127], [0.4828, -0.5055, 0.7363], [-1.2373, 0.3087, -0.4146], [0.2412, 0.5543, -1.2114], [-3.8104, 0.2290, 0.8870], [-4.9720, -0.7301, 0.3659], [-5.6811, -0.9241, 1.5836], [-5.5449, 0.2042, 2.3019], [-6.2212, 0.5065, 3.2999], [-4.4449, 0.9222, 1.9056], [-3.5116, 0.8917, 0.0748], [-2.8866, -0.2856, 1.1514], [-4.5351, -1.6331, -0.0607], [-5.5635, -0.1712, -0.3593], [-3.0136, 0.5138, -3.0035], [-2.4689, 1.7698, -3.4919], [-3.4877, 2.3509, -4.2143], [-4.6191, 1.8215, -3.7731], [-5.7998, 2.1906, -4.0546], [-4.3861, 0.8408, -2.9621], [-2.6502, 0.2812, -2.0026], [-2.9468, -0.3520, -3.6623], [-1.6973, 1.6822, -4.2569], [-2.1391, 2.4795, -2.7332], [-0.2652, -3.4979, 0.2970], [-0.0858, -4.5062, -0.8305], [0.9813, -4.6862, -1.3925], [-1.1727, -5.1740, -1.1661], [-1.2595, -6.3017, -2.0851], [-0.8433, -3.8188, 1.1636], [-0.6864, -2.5749, -0.1015], [0.7295, -3.1909, 0.6199], [-2.0228, -4.7470, -0.8270], [-0.2944, -6.7973, -2.1904], [-1.6754, -5.9420, -3.0262], [-1.9502, -7.0329, -1.6651], [-3.3225, 6.6019, -0.4769], [-2.3626, 5.4455, -0.4214], [-1.1947, 5.5870, -0.0870], [-2.7859, 4.2288, -0.7568], [-4.2266, 3.9220, -1.0340], [-4.3324, 6.2014, -0.3878], [-3.2392, 7.0694, -1.4580], [-3.1724, 7.3490, 0.3026], [-2.2073, 3.4291, -0.5426], [-4.5848, 4.4117, -1.9395], [-4.8743, 4.1635, -0.1912], [-4.3797, 2.8430, -1.0565], [4.1334, -3.5088, -2.9701], [3.1574, -2.3567, -3.2734], [3.6268, -1.2854, -3.7948], [1.9000, -2.4920, -2.8795], [0.8174, -1.5880, -3.0390], [4.6316, -3.8063, -3.8928], [3.5921, -4.3930, -2.6335], [4.8777, -3.2607, -2.2134], [1.7245, -3.4033, -2.4809], [0.3998, -1.5682, -4.0457], [1.1267, -0.5823, -2.7547], [-0.0641, -1.8188, -2.4409], [4.9543, 1.4670, -1.7064], [3.6152, 2.0925, -2.0770], [3.2822, 3.0665, -1.3987], [3.0152, 1.5854, -3.1361], [1.6464, 1.9639, -3.6084], [5.7895, 1.9880, -2.1745], [5.0915, 0.5075, -2.2050], [5.1827, 1.3493, -0.6471], [3.3472, 0.6837, -3.4472], [1.2898, 1.2100, -4.3102], [1.6262, 2.8971, -4.1713], [0.8805, 2.0263, -2.8353], [1.3637, -2.2789, 3.2538], [1.5986, -1.3732, 4.4089], [1.7107, -1.9043, 5.5110], [1.8114, -0.0957, 4.0499], [2.1462, 1.0032, 4.9531], [1.7142, -2.0595, 2.2453], [0.2776, -2.3706, 3.2486], [1.7230, -3.3024, 3.3608], [1.8003, 0.1605, 3.0730], [2.1197, 1.9372, 4.3918], [3.1321, 0.9381, 5.4133], [1.3588, 1.0335, 5.7062], [5.2880, 0.2747, 2.9316], [5.1544, -0.7789, 1.8916], [6.0790, -1.5394, 1.6591], [4.0263, -0.7670, 1.2391], [3.8496, -1.6258, 0.0674], [4.8042, 0.0654, 3.8856], [4.8771, 1.1965, 2.5198], [6.3614, 0.4366, 3.0302], [3.2811, -0.1396, 1.5059], [3.8719, -2.6757, 0.3592], [4.6623, -1.4571, -0.6392], [2.9162, -1.3530, -0.4250], [-2.3724, -1.4500, 4.1956], [-2.6462, 0.2208, 4.8634], [-1.3503, 0.7682, 5.3540], [-1.6622, 2.3856, 6.0811], [-3.4325, 0.2567, 5.6174], [-3.0745, 0.8603, 4.0916], [-0.7034, 1.0026, 4.5086], [-0.9293, 0.1976, 6.1817]], "lowdin_charge": [-0.230, -0.325, -0.307, -0.111, 0.092, 0.072, 0.057, 0.074, -0.146, -0.081, 0.061, -0.505, 0.109, 0.047, 0.098, 0.109, 0.127, 0.128, -0.108, -0.155, 0.099, -0.580, 0.069, 0.071, 0.108, 0.143, 0.146, 0.124, 0.015, -0.553, 0.022, 0.007, -0.047, 0.088, 0.068, 0.065, 0.139, 0.090, 0.083, 0.080, -0.004, -0.576, 0.040, 0.035, -0.062, 0.051, 0.088, 0.085, 0.074, 0.091, 0.078, 0.061, 0.012, -0.483, -0.038, 0.027, -0.062, 0.080, 0.067, 0.078, 0.076, 0.090, 0.058, 0.074, -0.005, -0.564, 0.035, 0.042, -0.053, 0.077, 0.051, 0.076, 0.073, 0.064, 0.079, 0.055, -0.023, -0.575, 0.025, 0.030, -0.058, 0.048, 0.046, 0.091, 0.072, 0.095, 0.075, 0.060, 0.002, -0.623, 0.026, 0.034, -0.058, 0.069, 0.087, 0.083, 0.079, 0.086, 0.072, 0.077, 0.553, -0.634, -0.664, 0.550, 0.076, 0.058, 0.054, 0.074], "total_charge": -1, "multiplicity": 2, "orbital_gap_ev": [7.44, 5.81], "total_energy_ha": -3403.997155, "mol_weight_da": 773.71}



# 2
{"formula": "C28H58F2N2O24S2Zn", "method": "the ωB97M-V functional and the def2-TZVPD basis", "elements": ["Zn", "N", "S", "O", "O", "F", "S", "O", "O", "F", "C", "C", "O", "O", "H", "H", "H", "C", "O", "C", "C", "O", "C", "C", "O", "C", "H", "H", "H", "H", "H", "H", "H", "H", "H", "H", "H", "H", "H", "H", "C", "O", "C", "C", "O", "C", "C", "O", "C", "H", "H", "H", "H", "H", "H", "H", "H", "H", "H", "H", "H", "H", "H", "C", "O", "C", "O", "O", "C", "H", "H", "H", "H", "H", "H", "C", "O", "C", "O", "O", "C", "H", "H", "H", "H", "H", "H", "C", "O", "C", "O", "O", "C", "H", "H", "H", "H", "H", "H", "C", "O", "C", "O", "O", "C", "H", "H", "H", "H", "H", "H", "C", "C", "N", "H", "H", "H"], "xyz": [[0.2501, 0.9934, -1.9336], [1.7126, 2.0643, -2.6888], [2.2287, 2.4282, -4.1124], [3.6062, 2.2156, -4.3913], [1.6070, 3.6180, -4.6565], [1.5185, 1.2248, -4.8881], [2.7076, 3.1528, -1.8883], [2.2146, 4.4966, -1.9591], [4.1327, 3.0136, -1.8241], [2.2802, 2.5554, -0.4874], [-0.2552, -0.8752, 1.5588], [-0.0539, -0.3662, 0.1507], [1.0678, -0.0225, -0.2812], [-1.0376, -0.0933, -0.5945], [-1.2878, -0.7000, 1.8728], [0.3543, -0.3866, 2.3137], [-0.2063, -1.9663, 1.5737], [0.6842, -0.0177, 6.7086], [1.7947, 0.8667, 6.6291], [2.4934, 0.6081, 5.4313], [2.0238, 1.3366, 4.1808], [2.0689, 2.7477, 4.2955], [0.8578, 3.3180, 4.7356], [0.8330, 4.8533, 4.6109], [0.7060, 5.2382, 3.2582], [0.7196, 6.6615, 3.1201], [-0.1245, 0.0176, 5.9689], [0.1308, 0.2149, 7.6213], [0.9346, -1.0798, 6.7779], [2.7091, -0.4424, 5.1974], [3.5188, 0.9290, 5.6529], [1.0520, 0.8980, 3.9239], [2.6668, 1.0793, 3.3375], [0.7535, 3.2604, 5.8254], [-0.0009, 2.8898, 4.2148], [1.7115, 5.2279, 5.1425], [-0.0765, 5.1314, 5.1553], [0.3654, 6.9841, 2.1454], [1.7357, 7.0315, 3.2781], [0.0833, 7.0316, 3.9292], [0.4511, -7.4901, -2.1090], [1.4901, -6.5321, -2.1996], [1.1899, -5.1724, -1.9978], [1.0313, -4.7970, -0.5037], [2.1806, -5.0201, 0.3198], [3.2237, -4.0805, 0.0645], [2.9666, -2.5976, 0.3197], [4.1933, -1.9207, 0.2340], [4.0826, -0.5047, 0.4007], [-0.0921, -7.5949, -1.1684], [1.0019, -8.3904, -2.3780], [-0.2767, -7.3166, -2.9098], [0.2436, -4.8500, -2.4521], [1.9549, -4.6170, -2.5373], [0.2480, -5.3671, -0.0026], [0.7542, -3.7390, -0.4290], [3.7170, -4.3170, -0.8835], [3.9686, -4.4301, 0.7859], [2.3221, -2.6088, 1.2075], [2.3365, -2.2078, -0.4886], [3.5341, -0.1381, -0.4646], [5.1131, -0.1563, 0.4366], [3.6147, -0.2238, 1.3458], [-3.0591, -3.5320, 0.5960], [-3.4876, -2.3038, 1.1776], [-4.0620, -1.4034, 0.3798], [-4.2958, -1.5343, -0.7952], [-4.2271, -0.3137, 1.1058], [-4.6772, 0.8405, 0.4299], [-2.0742, -3.3977, 0.1441], [-3.6445, -3.8789, -0.2572], [-3.0706, -4.3340, 1.3269], [-4.2566, 1.0141, -0.5608], [-4.3730, 1.7772, 0.8992], [-5.7629, 0.8888, 0.3562], [-0.8713, 4.9589, -2.3067], [-1.6374, 4.6029, -1.1868], [-1.2419, 3.5775, -0.4466], [-0.4900, 2.7019, -0.8237], [-1.7660, 3.6945, 0.7493], [-1.6167, 2.5734, 1.6091], [-0.3851, 4.1528, -2.8534], [-0.1635, 5.7646, -2.1140], [-1.5257, 5.4082, -3.0615], [-2.0356, 2.7550, 2.5930], [-0.5425, 2.3811, 1.6986], [-1.9654, 1.6207, 1.2044], [-1.5964, -2.3301, -3.5406], [-0.2546, -2.5912, -3.9455], [0.6549, -1.6932, -3.6545], [0.4150, -0.6058, -3.1804], [1.8596, -2.2222, -3.7766], [2.9881, -1.4333, -3.3334], [-2.1268, -3.2845, -3.5759], [-2.0153, -1.5738, -4.1976], [-1.8247, -2.1387, -2.4873], [2.9957, -0.5267, -3.9333], [3.8726, -2.0526, -3.4424], [2.9058, -1.2008, -2.2724], [-4.0644, 1.2332, -3.7098], [-3.1043, 1.8733, -4.5352], [-1.8382, 1.9138, -4.1717], [-1.4314, 1.3942, -3.1478], [-1.0785, 2.5757, -4.9877], [-1.5117, 3.6040, -5.8563], [-3.7773, 1.2327, -2.6612], [-4.1934, 0.2119, -4.0684], [-5.0248, 1.7329, -3.8191], [-1.7990, 4.5237, -5.3514], [-2.3151, 3.2114, -6.4825], [-0.6984, 3.8074, -6.5489], [-2.0896, -3.8309, 3.8690], [-2.4506, -5.2434, 3.9284], [-2.7487, -6.3495, 3.9895], [-2.0291, -3.4766, 4.8966], [-2.9506, -3.3556, 3.3895], [-1.2670, -3.4857, 3.2476]], "lowdin_charge": [0.657, -0.288, 0.465, -0.231, -0.258, -0.170, 0.557, -0.239, -0.227, -0.172, 0.029, -0.663, -0.041, -0.043, 0.075, 0.066, 0.070, -0.125, -0.148, -0.223, -0.193, -0.094, -0.194, -0.214, -0.186, -0.089, 0.080, 0.087, 0.086, 0.127, 0.130, 0.096, 0.121, 0.123, 0.112, 0.134, 0.123, 0.085, 0.088, 0.081, -0.099, -0.176, -0.189, -0.173, -0.129, -0.186, -0.233, -0.166, -0.068, 0.084, 0.091, 0.084, 0.114, 0.117, 0.120, 0.101, 0.127, 0.131, 0.131, 0.086, 0.060, 0.096, 0.080, -0.033, -0.013, -0.615, 0.127, 0.024, -0.045, 0.088, 0.099, 0.078, 0.077, 0.088, 0.104, -0.038, 0.049, -0.548, 0.084, 0.058, -0.022, 0.070, 0.105, 0.094, 0.105, 0.103, 0.075, -0.012, 0.037, -0.564, 0.073, 0.030, 0.031, 0.100, 0.098, 0.090, 0.084, 0.111, 0.073, -0.003, 0.027, -0.568, 0.089, 0.013, -0.009, 0.079, 0.103, 0.102, 0.097, 0.101, 0.105, -0.069, -0.287, 0.132, 0.086, 0.066, 0.073], "e_above_lowest_kj_mol": 0.00, "total_charge": 0, "orbital_gap_ev": 9.55, "total_energy_ha": -5792.276428, "mol_weight_da": 974.28}